Record 1
{
  "formula": "C24H28N2O4PtS2",
  "method": "the ωB97M-V functional and the def2-TZVPD basis",
  "e_tot_ev": -61426.6926,
  "e_homo_ha": [-0.2700, -0.2700],
  "gap_ev": [6.33, 6.33],
  "max_force_ev_per_a": 2.0,
  "elements": ["Pt", "C", "N", "C", "C", "O", "C", "O", "C", "C", "O", "N", "C", "C", "H", "H", "H", "H", "H", "H", "H", "H", "H", "H", "H", "H", "H", "H", "H", "H", "C", "C", "O", "S", "C", "C", "C", "C", "C", "C", "C", "C", "H", "H", "H", "H", "H", "H", "H", "S", "C", "C", "C", "C", "C", "C", "H", "H", "H", "H", "H"],
  "xyz": [[-0.6788, -0.6082, -0.4799], [3.8869, -0.9911, 0.5579], [2.9511, -1.6708, 1.4274], [3.4015, -1.9820, 2.7643], [1.7149, -1.9346, 0.9752], [1.3723, -1.6561, -0.1710], [0.7640, -2.6978, 1.9012], [-0.5715, -2.4873, 1.5026], [-1.3482, -1.7319, 2.3956], [-0.8263, -0.2997, 2.5386], [0.2521, 0.0225, 2.0558], [-1.5891, 0.5418, 3.2540], [-1.2797, 1.9529, 3.2563], [-2.8716, 0.1916, 3.8119], [4.6715, -1.6771, 0.2307], [4.3379, -0.1466, 1.0755], [3.3470, -0.6265, -0.3112], [4.4168, -1.6154, 2.8766], [3.4036, -3.0587, 2.9442], [2.7746, -1.4995, 3.5168], [0.9115, -2.4054, 2.9435], [0.9709, -3.7741, 1.7930], [-1.3641, -2.2183, 3.3825], [-2.3546, -1.7242, 1.9681], [-0.3323, 2.1023, 2.7475], [-1.2072, 2.3233, 4.2795], [-2.0552, 2.5040, 2.7231], [-3.6652, 0.2746, 3.0659], [-3.0876, 0.8753, 4.6315], [-2.8669, -0.8200, 4.2073], [-2.2247, 7.9922, 1.9477], [-2.3672, 8.9642, 0.8133], [-2.9742, 9.9959, 0.8634], [-1.5241, 8.5416, -0.7054], [-1.3053, 6.7658, -0.5892], [-0.1277, 6.2072, -0.1105], [0.0174, 4.8344, -0.0755], [-1.0079, 4.0005, -0.5336], [-2.1859, 4.5814, -1.0149], [-2.3324, 5.9510, -1.0449], [-0.8651, 2.5948, -0.5358], [-0.7589, 1.3830, -0.5942], [-2.1864, 8.5629, 2.8738], [-1.3354, 7.3761, 1.8503], [-3.1005, 7.3424, 1.9738], [0.6725, 6.8497, 0.2297], [0.9324, 4.3989, 0.3010], [-2.9765, 3.9422, -1.3740], [-3.2387, 6.3936, -1.4275], [-2.6156, -1.9020, -0.9690], [-2.8193, -1.8697, -2.7007], [-1.9087, -1.2133, -3.5244], [-2.1005, -1.1905, -4.8895], [-3.2037, -1.8125, -5.4521], [-4.1048, -2.4769, -4.6359], [-3.9164, -2.5155, -3.2688], [-1.0556, -0.7113, -3.0713], [-1.3888, -0.6761, -5.5164], [-3.3552, -1.7790, -6.5189], [-4.9649, -2.9655, -5.0681], [-4.6181, -3.0405, -2.6390]],
  "forces_ev_per_angstrom": [[-0.9051, 0.4600, -0.1581], [0.0528, 0.0888, -0.3574], [-0.2948, 0.0593, -0.1770], [-0.1908, -0.2121, 0.2740], [0.3579, -0.2373, 0.6501], [0.0426, 0.0895, -0.4049], [0.0558, -0.0495, -0.0960], [0.2124, -0.1762, 0.0126], [0.0078, 0.0142, 0.0247], [-0.1326, -0.1948, 0.2521], [0.3280, -0.0477, 0.0311], [0.0601, 0.1643, -0.0006], [0.2861, 0.2634, -0.0763], [-0.2297, -0.1951, -0.0678], [0.0319, 0.0482, 0.0015], [0.0112, 0.0183, 0.0760], [0.0947, -0.0122, 0.0043], [0.0265, -0.0150, 0.0320], [0.0475, -0.0079, 0.0595], [0.0648, 0.0416, 0.0125], [0.0349, -0.0902, -0.0883], [0.0673, 0.2202, 0.0569], [-0.1255, 0.0587, -0.0764], [0.0457, -0.0036, 0.1861], [-0.0292, 0.0466, -0.0144], [-0.0321, 0.0140, 0.0324], [-0.0333, 0.0611, -0.0124], [-0.0988, 0.0293, 0.0156], [-0.0224, -0.0461, -0.0025], [-0.0443, -0.0517, 0.0569], [-0.0597, 0.0720, 0.3366], [0.1322, -0.3213, -0.1373], [-0.0009, 0.1916, 0.1415], [0.1198, -0.2040, -0.3144], [-0.0807, 0.6121, -0.0720], [-0.0142, 0.0603, -0.0678], [-0.0106, -0.0286, 0.0187], [0.0313, 0.5167, 0.0059], [0.0736, -0.1325, 0.0393], [0.0758, 0.0168, 0.0567], [0.2032, -1.3614, -0.0942], [-0.9128, -1.3108, -0.0657], [-0.0853, -0.0005, 0.0317], [-0.0785, 0.0106, 0.0599], [0.0008, -0.0287, -0.0057], [0.0309, 0.0483, 0.0140], [0.0132, -0.0731, -0.0261], [-0.0726, -0.1035, -0.0408], [-0.0903, 0.0738, -0.0438], [1.1366, 1.5226, 0.6164], [0.0230, 0.0731, -0.2868], [0.1758, 0.0848, 0.1131], [-0.0755, 0.0151, -0.1291], [0.0149, -0.0192, -0.0434], [-0.0047, -0.0570, -0.1957], [0.1163, 0.1079, 0.1478], [-0.1852, -0.0872, -0.1176], [0.0791, 0.0712, -0.0917], [-0.0487, -0.0129, -0.1473], [-0.0908, -0.0689, -0.0513], [-0.1052, -0.0052, 0.1029]],
  "nbo_charge": [0.67, -0.42, -0.41, -0.41, 0.71, -0.70, -0.16, -0.52, -0.17, 0.67, -0.67, -0.42, -0.42, -0.41, 0.20, 0.20, 0.25, 0.22, 0.20, 0.21, 0.20, 0.21, 0.19, 0.24, 0.25, 0.19, 0.21, 0.21, 0.21, 0.21, -0.73, 0.44, -0.54, 0.22, -0.21, -0.21, -0.19, -0.13, -0.14, -0.22, -0.11, -0.23, 0.24, 0.23, 0.25, 0.22, 0.22, 0.22, 0.23, -0.11, -0.20, -0.23, -0.19, -0.23, -0.22, -0.18, 0.23, 0.21, 0.21, 0.21, 0.20]
}

Record 2
{
  "formula": "C39H48N5O4PSV",
  "method": "the ωB97M-V functional and the def2-TZVPD basis",
  "total_charge": 4,
  "e_tot_ev": -102639.6096,
  "spin_multiplicity": 2,
  "e_homo_ha": [-0.6185, -0.6189],
  "gap_ev": [3.73, 4.33],
  "max_force_ev_per_a": 0.7,
  "elements": ["V", "C", "C", "C", "C", "C", "C", "N", "C", "C", "C", "C", "C", "N", "C", "C", "C", "C", "C", "C", "N", "H", "H", "H", "H", "H", "H", "H", "H", "H", "H", "H", "H", "H", "H", "H", "C", "C", "C", "C", "C", "C", "C", "O", "C", "C", "C", "H", "H", "H", "H", "H", "H", "H", "H", "H", "H", "H", "H", "C", "C", "O", "P", "O", "C", "C", "O", "C", "C", "H", "H", "H", "H", "H", "H", "H", "H", "H", "H", "H", "H", "H", "H", "H", "N", "C", "S", "C", "C", "C", "N", "C", "C", "H", "H", "H", "H", "H", "H"],
  "xyz": [[0.5638, 0.1383, 0.7104], [0.1627, 0.7441, 4.3050], [0.7219, 1.7874, 3.3955], [0.8020, 3.0905, 3.8861], [1.5486, 4.0429, 3.2416], [2.2767, 3.6620, 2.1155], [2.1238, 2.3909, 1.6329], [1.2792, 1.4620, 2.1990], [2.9532, 1.8203, 0.5450], [4.1145, 2.3244, -0.0086], [4.8249, 1.5010, -0.8746], [4.4438, 0.1712, -1.0477], [3.2857, -0.2690, -0.4378], [2.4943, 0.6140, 0.1979], [2.9814, -1.6605, -0.0531], [3.6309, -2.7449, -0.5945], [3.5753, -3.9599, 0.0846], [2.8971, -4.0107, 1.2809], [2.2054, -2.8845, 1.7469], [1.4974, -2.9696, 3.0629], [2.2107, -1.7317, 1.0679], [0.6843, 0.8433, 5.2595], [0.3426, -0.2639, 3.9502], [-0.8974, 0.9002, 4.5088], [0.3162, 3.3154, 4.8274], [1.6238, 5.0486, 3.6361], [2.9600, 4.3490, 1.6358], [4.4876, 3.3038, 0.2555], [5.7365, 1.8593, -1.3364], [5.0984, -0.5177, -1.5624], [4.2108, -2.6455, -1.5021], [4.0977, -4.8273, -0.2981], [2.8985, -4.9106, 1.8824], [2.2228, -2.8915, 3.8756], [0.9848, -3.9233, 3.1845], [0.7806, -2.1632, 3.1744], [-1.7358, -5.6455, -4.7005], [-1.4601, -4.8502, -3.4840], [-1.8672, -3.4926, -3.4091], [-1.6255, -2.7350, -2.3092], [-2.2703, -1.3902, -2.1671], [-0.8704, -3.3261, -1.2075], [-0.2708, -2.6069, -0.2235], [-0.0677, -1.2838, -0.1730], [-0.6177, -4.7710, -1.2087], [-0.0957, -5.5562, -0.0399], [-0.8755, -5.4591, -2.3616], [-1.9718, -5.0238, -5.5604], [-2.5982, -6.2969, -4.5078], [-0.9033, -6.3113, -4.9337], [-2.4273, -3.0772, -4.2378], [-2.7766, -1.1195, -3.0904], [-1.5745, -0.6014, -1.8951], [-3.0247, -1.4427, -1.3771], [0.1594, -3.1529, 0.6056], [0.1441, -4.9813, 0.8487], [0.7842, -6.1306, -0.3307], [-0.8610, -6.2809, 0.2486], [-0.6483, -6.5180, -2.4041], [1.9619, 5.2750, -1.9318], [1.5934, 3.8909, -2.3851], [1.3397, 3.0150, -1.2057], [0.0911, 2.2219, -0.7486], [-0.7634, 1.9217, -2.0258], [-0.2625, 1.2842, -3.2595], [-1.3261, 1.4247, -4.3134], [-0.7961, 3.0797, 0.1933], [-1.3479, 4.4263, -0.1423], [-0.8082, 5.4427, 0.8240], [2.1583, 5.8777, -2.8204], [2.8669, 5.2750, -1.3242], [1.1553, 5.7552, -1.3804], [2.4103, 3.4052, -2.9136], [0.6962, 3.8929, -3.0048], [-0.0346, 0.2432, -3.0223], [0.6622, 1.7848, -3.5473], [-2.2491, 0.9348, -4.0096], [-0.9747, 0.9687, -5.2395], [-1.5375, 2.4740, -4.5143], [-2.4256, 4.3131, -0.0504], [-1.1063, 4.6462, -1.1825], [-1.0798, 5.1842, 1.8471], [-1.2524, 6.4125, 0.5942], [0.2750, 5.5379, 0.7478], [-6.4249, 0.1661, 2.6258], [-5.2792, 0.2021, 3.3144], [-5.1049, 0.5010, 4.9079], [-4.0067, 0.1080, 2.5426], [-3.7872, 0.8384, 1.3762], [-2.5164, 0.9165, 0.8429], [-1.4545, 0.2999, 1.3985], [-1.7203, -0.5446, 2.4230], [-2.9440, -0.6569, 3.0252], [-7.2928, 0.2733, 3.1313], [-6.4846, -0.1765, 1.6813], [-4.5893, 1.3966, 0.9107], [-2.3499, 1.4942, -0.0445], [-0.8997, -1.1487, 2.7652], [-3.0774, -1.2983, 3.8858]],
  "forces_ev_per_angstrom": [[0.2722, -0.6772, 0.0852], [-0.0340, 0.0403, 0.0125], [0.1094, -0.0670, -0.1500], [-0.0640, -0.0731, 0.1803], [0.0831, 0.1363, -0.0792], [0.0206, 0.0189, -0.0860], [0.2747, -0.0154, -0.3321], [-0.2643, 0.3408, 0.4073], [-0.4401, 0.0753, 0.0287], [0.1244, -0.1044, 0.0950], [-0.0290, 0.0265, -0.0109], [0.0536, 0.0465, -0.0086], [-0.1704, 0.0565, 0.0565], [0.0586, 0.2169, 0.0596], [0.0586, -0.0300, -0.0147], [0.0038, -0.0318, -0.0610], [-0.0025, 0.0057, -0.0019], [0.0153, 0.0225, -0.0076], [0.0019, -0.0533, 0.0918], [-0.0442, 0.0169, -0.0770], [0.0795, -0.0625, -0.0022], [-0.0198, 0.0011, 0.0114], [0.0640, 0.0678, 0.0329], [-0.0003, -0.0335, -0.0096], [0.0046, -0.0171, -0.0055], [0.0088, -0.0071, -0.0054], [0.0009, -0.0057, -0.0029], [0.0121, -0.0155, 0.0259], [-0.0045, 0.0052, 0.0142], [-0.0005, -0.0109, 0.0033], [0.0037, 0.0101, 0.0119], [-0.0061, 0.0003, 0.0094], [-0.0098, 0.0047, 0.0002], [-0.0025, 0.0204, -0.0028], [-0.0037, -0.0070, 0.0071], [-0.0538, 0.0795, 0.0598], [0.0117, -0.0080, -0.0379], [-0.0057, -0.0198, 0.0114], [0.0044, -0.0182, -0.0119], [0.0219, -0.0189, 0.0911], [0.0082, -0.0151, -0.0058], [-0.2546, 0.0888, -0.2621], [0.1917, 0.2566, 0.0908], [-0.1418, -0.1529, -0.0784], [-0.0527, 0.0737, 0.0795], [-0.0250, 0.0424, -0.0090], [-0.0115, -0.0400, -0.0566], [0.0015, -0.0063, -0.0017], [0.0021, 0.0149, 0.0159], [-0.0058, 0.0008, 0.0109], [-0.0029, -0.0137, -0.0007], [-0.0025, 0.0045, 0.0109], [-0.0178, -0.0189, -0.0078], [-0.0027, 0.0018, 0.0079], [0.1346, 0.1841, 0.0076], [-0.0026, 0.0112, 0.0133], [0.0047, 0.0094, -0.0030], [0.0027, 0.0023, -0.0192], [-0.0097, 0.0040, -0.0195], [0.0272, -0.0043, 0.0285], [-0.0927, 0.1141, -0.0581], [0.2995, -0.0542, 0.0528], [-0.0715, -0.1276, 0.0371], [-0.3114, -0.2004, 0.0164], [0.1369, 0.0564, -0.0483], [0.0268, 0.0151, 0.0052], [0.1279, 0.1386, 0.0139], [-0.0578, 0.0239, -0.0120], [-0.0064, -0.0288, -0.0070], [0.0172, 0.0053, 0.0167], [-0.0166, -0.0135, -0.0096], [-0.0190, -0.0017, -0.0081], [-0.0318, -0.0226, -0.0363], [0.0390, -0.0155, 0.0473], [-0.0205, 0.0116, -0.0163], [-0.0487, -0.0554, -0.0001], [-0.0081, 0.0255, -0.0131], [-0.0041, -0.0006, 0.0051], [0.0008, -0.0027, -0.0086], [0.0036, -0.0309, -0.0400], [0.0216, 0.0064, 0.0208], [-0.0041, 0.0096, -0.0024], [0.0068, -0.0025, 0.0079], [-0.0053, -0.0013, -0.0057], [0.0376, -0.0516, 0.0537], [-0.0459, 0.0138, -0.0915], [0.0051, 0.0371, 0.0869], [-0.1028, -0.0012, -0.0277], [0.0659, 0.0443, -0.0424], [-0.0908, -0.0170, 0.1936], [0.1245, -0.1113, -0.1459], [-0.0916, -0.0309, -0.1260], [0.0583, -0.0754, -0.0181], [-0.0186, 0.0081, 0.0168], [0.0280, 0.0052, -0.0196], [0.0195, 0.0013, -0.0077], [-0.0241, 0.0957, -0.0921], [0.0809, -0.1267, 0.0762], [-0.0037, 0.0014, -0.0036]],
  "mulliken_spin": [1.20, 0.00, 0.01, 0.00, 0.00, 0.00, 0.02, 0.01, 0.00, 0.00, 0.01, 0.00, 0.03, -0.07, 0.00, 0.00, 0.00, 0.00, 0.00, 0.01, 0.02, 0.00, -0.02, 0.00, 0.00, 0.00, 0.00, 0.00, 0.00, 0.00, 0.00, 0.00, 0.00, 0.00, 0.00, -0.01, 0.00, 0.00, 0.00, 0.00, 0.00, -0.01, 0.02, -0.06, 0.00, 0.00, 0.00, 0.00, 0.00, 0.00, 0.00, 0.00, 0.00, 0.00, 0.01, 0.00, 0.00, 0.00, 0.00, 0.00, 0.00, 0.00, -0.10, -0.01, 0.00, 0.00, 0.01, 0.00, 0.00, 0.00, 0.00, 0.00, 0.00, 0.00, 0.00, 0.00, 0.00, 0.00, 0.00, 0.00, 0.00, 0.00, 0.00, 0.00, 0.00, 0.00, 0.00, 0.00, 0.00, 0.00, -0.05, 0.09, 0.01, 0.00, 0.00, 0.00, 0.00, -0.08, 0.00]
}